Formula: C10H16
Source: OMol25
Level of theory: ωB97M-V/def2-TZVPD

The geometry in XYZ format:
```
26
Properties=species:S:1:pos:R:3
C 2.524 0.132 0.396
C 0.731 -0.025 2.289
C 1.477 -0.585 1.227
C -0.072 -0.872 2.984
C -0.232 -2.185 2.605
C 1.239 -1.870 0.755
C 0.218 -2.653 1.449
H 0.675 1.101 2.528
H -0.798 -0.259 3.602
H 3.370 -0.304 0.063
H 2.723 1.141 0.707
H -0.961 -2.799 3.215
H 1.959 -2.428 0.080
H -0.110 -3.501 0.751
H 2.027 0.148 -0.669
C -1.130 1.033 -1.528
C -1.558 0.382 -2.896
C -1.329 2.533 -1.382
H 0.039 0.924 -1.377
H -1.768 0.520 -0.720
H -0.972 -0.379 -3.289
H -2.531 0.013 -2.772
H -0.484 3.026 -1.872
H -1.471 1.222 -3.718
H -1.428 2.855 -0.418
H -2.139 2.830 -2.011
```

Its energy above the lowest of the compared OMol25 structures with the same formula, charge and spin is 276.7 kJ/mol. As for the spin multiplicity: 1. Its max |F| is 0.1102 hartree/bohr.

---

Formula: C24H34N3O3
Source: OMol25
Level of theory: ωB97M-V/def2-TZVPD

The geometry in XYZ format:
```
64
Properties=species:S:1:pos:R:3
C -1.907 4.131 0.234
C -3.307 4.015 0.830
H -3.717 5.014 0.997
H -3.289 3.488 1.791
O -4.225 3.405 -0.057
C -4.242 2.064 -0.219
C -5.180 1.576 -1.132
C -5.332 0.225 -1.353
C -4.532 -0.695 -0.682
C -3.564 -0.207 0.210
C -3.431 1.154 0.452
H -2.735 1.486 1.203
N -2.798 -1.188 0.878
C -1.506 -1.252 1.148
O -0.957 -2.229 1.651
C -0.577 -0.061 0.810
N 0.781 -0.614 0.942
C 1.710 0.172 1.775
C 3.003 -0.641 1.991
N 3.612 -1.096 0.775
C 4.627 -0.326 0.150
C 4.679 1.059 0.253
C 5.690 1.782 -0.353
C 6.674 1.141 -1.089
C 6.630 -0.245 -1.167
C 5.639 -0.994 -0.552
C 5.699 -2.491 -0.623
H 5.238 -2.863 -1.539
H 6.736 -2.815 -0.629
H 5.196 -2.939 0.229
H 7.407 -0.764 -1.710
C 7.776 1.905 -1.751
H 8.702 1.784 -1.189
H 7.951 1.534 -2.759
H 7.543 2.965 -1.799
H 5.707 2.857 -0.251
H 3.938 1.598 0.825
C 2.677 -1.798 -0.064
H 3.151 -2.051 -1.010
C 1.422 -0.955 -0.345
H 0.718 -1.522 -0.956
H 1.696 -0.031 -0.861
H 2.371 -2.728 0.433
H 3.720 -0.042 2.553
H 2.749 -1.522 2.596
H 1.244 0.380 2.740
H 1.917 1.114 1.261
H 0.551 -1.542 1.438
H -0.775 0.320 -0.193
H -0.720 0.740 1.536
H -3.305 -2.062 1.005
O -4.564 -2.049 -0.818
C -5.635 -2.660 -1.528
C -6.945 -2.631 -0.751
H -7.270 -1.610 -0.566
H -6.825 -3.134 0.205
H -7.713 -3.146 -1.321
H -5.302 -3.691 -1.666
H -5.749 -2.199 -2.515
H -6.079 -0.105 -2.055
H -5.803 2.288 -1.648
H -1.250 4.635 0.938
H -1.948 4.712 -0.684
H -1.496 3.152 -0.002
```

Its energy above the lowest of the compared OMol25 structures with the same formula, charge and spin is 24.6 kJ/mol. As for the spin multiplicity: 1. Its max |F| is 0.0180 hartree/bohr. As for the total charge: +1.

---

Formula: C14H38N10O8SSi2
Source: OMol25
Level of theory: ωB97M-V/def2-TZVPD

The geometry in XYZ format:
```
73
Properties=species:S:1:pos:R:3
O -5.817 2.478 -1.115
O -5.599 1.548 -0.229
C -4.249 1.736 0.377
Si -3.074 0.448 -0.444
C -1.691 -0.239 0.714
C -0.720 0.896 1.384
C 0.835 0.883 0.865
C 1.527 -0.599 0.769
C 2.254 -0.901 -0.706
C 1.278 -0.609 -1.987
C 2.044 -0.331 -3.407
S 3.477 0.869 -3.328
C 2.957 2.637 -3.658
N 4.157 3.581 -3.808
N 3.587 4.855 -4.000
C 2.062 4.702 -3.995
O 1.644 3.288 -3.791
O -2.335 0.972 -1.950
Si -3.209 0.098 -3.218
H -5.182 2.358 -1.902
H -4.363 1.425 1.508
H -3.847 2.831 0.260
H -3.926 -0.718 -0.792
H -1.142 -1.089 0.127
H -2.256 -0.778 1.616
H -1.260 1.942 1.230
H -0.692 0.722 2.561
H 0.940 1.533 -0.127
H 1.459 1.487 1.683
H 0.783 -1.476 1.077
H 2.410 -0.643 1.570
H 3.280 -0.339 -0.714
H 2.476 -2.073 -0.688
H 0.629 -1.598 -2.147
H 0.500 0.256 -1.837
H 2.392 -1.337 -3.903
H 1.228 0.128 -4.143
H 1.402 5.674 -4.138
H -3.344 -1.352 -2.930
H -4.582 0.651 -3.209
H -2.619 0.254 -4.553
C 7.726 6.205 -3.670
O 8.709 6.693 -4.206
N 6.748 5.595 -4.363
N 7.534 6.234 -2.339
H 5.931 5.187 -3.940
H 6.854 5.551 -5.368
H 8.247 6.684 -1.780
H 6.732 5.837 -1.879
C -2.516 -3.761 2.312
O -1.534 -3.273 1.776
N -3.494 -4.371 1.619
N -2.708 -3.733 3.643
H -4.311 -4.779 2.042
H -3.389 -4.415 0.614
H -1.995 -3.282 4.202
H -3.511 -4.129 4.102
C -1.365 -8.574 1.422
O -1.309 -9.789 1.314
N -0.352 -7.764 1.065
N -2.446 -7.936 1.908
H -0.380 -6.762 1.147
H 0.480 -8.204 0.695
H -3.231 -8.509 2.188
H -2.511 -6.937 2.004
C -0.972 1.272 5.641
O -1.107 0.125 5.245
N -1.619 2.314 5.087
N -0.166 1.597 6.667
H -1.521 3.265 5.399
H -2.236 2.112 4.311
H 0.340 0.843 7.113
H -0.042 2.536 7.008
```

As for the spin multiplicity: 1. Its max |F| is 0.1418 hartree/bohr.

---

Formula: C5H13N2
Source: OMol25
Level of theory: ωB97M-V/def2-TZVPD

The geometry in XYZ format:
```
20
Properties=species:S:1:pos:R:3
C 0.105 0.786 -0.558
C 1.304 -0.547 1.203
C 2.594 -0.005 -0.637
C -2.006 0.917 0.802
C -1.558 -1.015 -0.501
N 1.397 0.093 0.091
N -1.104 0.269 -0.118
H 0.060 1.849 -0.382
H 0.090 0.756 -1.725
H 2.135 -1.183 1.426
H 0.430 -0.658 1.686
H 3.287 0.746 -0.296
H 3.085 -0.904 -0.608
H 2.287 0.221 -1.611
H -2.950 0.419 0.536
H -2.036 0.583 1.831
H -1.958 1.897 0.932
H -2.402 -0.999 -1.249
H -0.805 -1.582 -1.100
H -1.955 -1.644 0.278
```

Its energy above the lowest of the compared OMol25 structures with the same formula, charge and spin is 392.7 kJ/mol. As for the spin multiplicity: 1. Its max |F| is 0.1031 hartree/bohr. As for the total charge: +1.

---

Calculated HOMO energy (eV), listed in the same order as above: -8.9 -10.6 -8.8 -12.8